Run A
15
Properties=species:S:1:pos:R:3 method="wB97M-V/def2-TZVPD" orbital_gap_ha=0.3950 total_charge=0
O -0.9491 -1.2499 -0.8719
C -0.0582 -0.4383 -0.9206
C 1.0035 -0.3598 0.1442
C 0.6474 0.9479 0.9920
C 0.7081 0.6386 2.4530
O 1.7534 0.6097 3.0468
H 0.1032 0.2435 -1.7664
H 1.0171 -1.2011 0.8283
H 1.9941 -0.2039 -0.2774
H -0.2576 1.4565 0.6639
H 1.4597 1.6409 0.8128
H -0.2138 0.4191 3.0014
O -2.4762 -0.1780 -3.7261
H -2.5332 0.0482 -2.7925
H -1.9120 -0.9456 -3.6704

Run B
15
Properties=species:S:1:pos:R:3 method="wB97M-V/def2-TZVPD" orbital_gap_ha=0.3363 total_charge=0
C -0.0669 0.2227 -1.6241
C -0.3862 -0.6410 -0.4432
O -1.6360 -1.1951 -0.4967
C 0.4207 -0.8976 0.5945
O 1.7820 -0.7925 0.4517
C 0.6267 1.5845 1.6292
O 1.7379 1.5187 1.8664
H -0.9959 0.4886 -2.1390
H 0.4317 1.1487 -1.3166
H 0.5836 -0.2983 -2.3302
H -1.7503 1.0528 0.2894
H -1.6210 -1.9691 0.0828
H 0.0191 -1.3522 1.5060
H 2.1763 -0.3498 1.2131
H -1.3217 1.4796 0.7169

Run C
15
Properties=species:S:1:pos:R:3 method="wB97M-V/def2-TZVPD" orbital_gap_ha=0.3514 total_charge=0
C 2.5007 1.2474 0.4171
C 0.2834 -0.9736 -0.2706
O -0.3577 -2.0558 -0.4314
C -0.2790 0.2941 -0.2096
O -2.0017 0.4258 -0.0375
C -2.9424 -0.4015 -0.2217
O -2.8091 -1.6339 -0.4712
H 2.1536 0.8022 1.3561
H 2.6889 2.3107 0.5664
H 3.4088 0.7410 0.0866
H 1.3998 -1.0568 -0.2828
H -1.7220 -1.8672 -0.4641
H 1.7514 1.1501 -0.3692
H -0.0825 1.0744 0.4986
H -3.9923 -0.0569 -0.1668

Run D
15
Properties=species:S:1:pos:R:3 method="wB97M-V/def2-TZVPD" orbital_gap_ha=0.3218 total_charge=0
C -1.2613 -0.7268 0.4215
C -0.1080 -0.0128 0.8900
C 1.0032 1.1416 -0.5287
C 1.2311 -0.2304 0.2293
H -2.4141 0.8661 -0.7614
H -2.0907 -1.0222 1.2446
H -0.9692 -1.7425 0.0611
H -0.0773 0.1184 2.0491
H 1.9609 1.8497 -0.4420
H 0.5817 1.1991 -1.5527
H 1.8362 -0.0938 1.2239
H 1.8206 -1.0146 -1.6996
O -1.9963 -0.0481 -0.7761
O 0.0051 1.4390 0.3539
O 1.2614 -1.5396 -0.3522

Energy ordering: run A at the bottom, the next structure 35.1 kcal/mol above.